Record 1
DFT (ωB97M-V/def2-TZVPD) results for a structure of composition C22H47AlAsBBrCl3F6KN2O8S at a distorted geometry.

Results
Highest occupied orbital energy (eV): -9.27
E_tot (a.u.): -9632.4815
ΔE to the lowest compared entry with this formula, charge and spin (kJ/mol): 0.0
Net charge: +1

Atoms and positions in Å:
1 H 2.510 -2.676 0.982
2 H -1.756 -5.311 -2.119
3 As -3.950 -2.043 0.064
4 F -5.534 -1.563 -0.468
5 H 5.031 1.675 1.909
6 H -0.387 -1.554 1.383
7 H -11.544 -1.165 -0.831
8 Cl -1.343 -7.544 -1.507
9 H 1.304 0.376 -3.805
10 C -1.443 9.171 -0.701
11 H 0.037 7.473 0.922
12 C -0.246 -0.218 -2.419
13 C -0.232 0.502 1.210
14 F -3.363 -1.872 -1.533
15 H 0.864 -3.165 -4.740
16 C 7.906 1.899 4.783
17 H -0.390 -0.959 -1.625
18 H 6.672 -0.323 1.470
19 C 1.095 -3.252 2.484
20 C 0.588 1.603 1.251
21 O 4.600 1.185 2.621
22 H -0.079 -1.775 -6.542
23 N 1.596 -0.901 1.745
24 H 7.803 0.810 4.804
25 H 4.131 -2.573 0.349
26 H 1.894 -0.176 -2.264
27 C -10.758 -1.015 -1.568
28 H 2.574 2.263 1.545
29 C 0.292 -0.726 1.453
30 H -7.144 -1.374 -1.987
31 C 0.523 -2.155 -4.511
32 C 2.420 0.172 1.776
33 H 0.436 -3.542 1.665
34 Cl -1.337 -5.153 0.188
35 H -10.926 -1.669 -2.423
36 H -8.511 -1.785 -3.059
37 H -8.247 -0.090 -2.539
38 C 0.138 7.285 -0.145
39 H 1.390 -5.380 2.869
40 O 7.550 2.417 3.505
41 C 0.098 2.984 0.988
42 H 2.892 -4.474 2.505
43 Cl 3.604 -0.136 -1.934
44 O -9.193 -2.900 -0.551
45 H -1.575 9.389 0.358
46 H 6.231 -0.695 3.171
47 H 2.112 -4.250 4.020
48 H 1.108 6.832 -0.329
49 H 6.594 -1.989 2.079
50 H 8.944 2.158 4.970
51 C 1.919 1.417 1.522
52 O 0.166 3.905 1.943
53 C -8.174 -1.137 -2.249
54 H -0.376 0.781 -1.997
55 H -0.008 8.301 -2.065
56 S -9.188 -1.411 -0.808
57 O 0.410 -2.703 3.588
58 H -1.611 10.083 -1.268
59 O 0.891 9.431 -0.591
60 H 3.795 -0.831 -0.233
61 H -3.075 -5.993 -1.143
62 C -0.024 8.611 -1.005
63 C 4.514 -1.537 0.353
64 B 4.005 0.071 2.051
65 C 1.135 -0.365 -3.020
66 C -2.002 -5.924 -1.261
67 H -10.746 0.028 -1.881
68 F -4.546 -2.222 1.675
69 O 1.388 -1.681 -3.494
70 H 0.356 3.477 2.787
71 H -0.502 -2.249 -4.131
72 Al 1.514 -2.159 -0.558
73 C 1.917 -4.445 2.974
74 N 4.730 -1.094 1.756
75 C 6.156 -1.002 2.138
76 Br 0.637 4.195 -2.108
77 H -1.276 0.612 0.985
78 H 2.944 -2.258 2.664
79 F -3.550 -0.384 0.397
80 C 0.552 -1.319 -5.778
81 H -0.528 -2.858 3.458
82 H 5.468 -1.593 -0.139
83 O -0.297 3.257 -0.102
84 H 1.569 -1.243 -6.162
85 H 7.283 2.338 5.567
86 H -1.032 -0.372 -3.154
87 F -4.339 -3.698 -0.261
88 H -2.199 8.439 -0.995
89 H 6.634 2.187 3.343
90 H 0.187 -0.306 -5.606
91 F -2.354 -2.521 0.604
92 C 2.131 -2.235 1.962
93 K -8.819 -3.957 1.224
94 H -0.638 6.572 -0.448

Record 2
DFT (ωB97M-V/def2-TZVPD) results for a structure of composition C35H38ClN3O2Ta at a distorted geometry.

Results
Highest occupied orbital energy (eV): -10.22
E_tot (a.u.): -2188.1706
ΔE to the lowest compared entry with this formula, charge and spin (kJ/mol): 494.4
Net charge: +1

Atoms and positions in Å:
1 C 0.177 -3.873 0.203
2 H 3.807 -3.040 0.976
3 H -1.852 4.425 -0.160
4 C 3.998 -2.807 -0.063
5 C -1.267 3.782 -0.801
6 C -5.178 1.059 1.413
7 H 4.643 -1.926 -3.746
8 H 2.539 1.919 1.172
9 H -0.304 2.763 0.849
10 O 2.084 -1.429 -0.064
11 H 0.047 0.721 2.878
12 C 1.274 -4.546 0.652
13 H -2.015 4.544 -2.656
14 C -2.955 0.324 -2.329
15 H 2.183 -4.725 2.690
16 C -3.520 -0.029 0.050
17 H 4.304 2.516 2.796
18 H 0.391 2.314 -6.137
19 H -0.909 -0.660 3.472
20 C 2.660 -0.537 -2.749
21 H -0.327 0.571 4.598
22 H 3.071 2.095 4.005
23 H -4.405 -2.461 -0.842
24 C -0.409 2.836 -0.225
25 H -2.532 3.298 3.059
26 C -0.535 3.009 -2.953
27 C -4.226 1.290 2.387
28 H -3.762 -2.377 -2.489
29 H -1.084 3.833 -4.867
30 C 0.255 2.043 -2.280
31 C 1.039 1.225 -4.406
32 N 0.302 1.986 -0.929
33 H -3.866 0.909 -2.447
34 C -0.717 0.407 3.593
35 H -1.438 -2.872 1.404
36 H -0.817 2.947 2.832
37 N -1.232 -0.065 0.758
38 H -4.521 1.782 3.304
39 C -4.169 -1.789 -1.667
40 C -0.487 3.087 -4.362
41 C 0.436 -3.423 2.466
42 C -3.146 -0.736 -1.235
43 C 5.069 -3.366 -0.721
44 H -5.573 0.175 -0.492
45 C 3.863 1.700 3.371
46 C -4.821 0.383 0.256
47 H 2.896 -0.199 3.005
48 C -1.345 3.851 -2.164
49 H -2.714 -0.142 -3.285
50 N 1.627 0.084 -2.310
51 C -2.901 0.897 2.236
52 H -2.620 1.005 4.302
53 C -2.519 0.266 1.025
54 C 3.316 0.634 2.441
55 H -6.197 1.383 1.568
56 C 5.282 -3.066 -2.066
57 Ta 0.430 -0.627 0.297
58 H 5.742 -4.037 -0.206
59 C 3.121 -1.925 -0.706
60 H -0.253 -3.888 -0.787
61 C 4.461 -2.170 -2.709
62 H -1.483 3.070 4.459
63 C 3.385 -1.564 -2.044
64 H 4.639 1.275 4.006
65 H 3.105 -0.259 -3.708
66 C -2.002 1.219 3.424
67 C 1.431 -4.277 2.060
68 C 1.011 1.102 -3.034
69 H -5.095 -1.331 -2.014
70 H 4.106 0.254 1.784
71 H 0.258 -3.071 3.469
72 H 1.923 -5.187 0.079
73 H 1.604 0.519 -5.000
74 Cl 6.592 -3.798 -2.918
75 H -2.186 -1.247 -1.087
76 C -0.394 -3.150 1.335
77 O 2.228 1.138 1.646
78 C -1.690 2.727 3.446
79 C 0.316 2.232 -5.062
80 H -2.147 0.998 -2.047

What are the gap between HOMO and LUMO values for these records? In order: 3.1; 5.3 eV.
What are the LUMO level values for these records? In order: -6.2; -4.9 eV.